Entry 1:
C9H16NO4Pd | ωB97M-V with the def2-TZVPD basis set

Structure (ORCA input):
```
! RIJCOSX wB97M-V def2-TZVPD def2/J DEFGRID3
* xyz 1 1
Pd -0.0598 -0.2526 1.2538
C -1.7724 -1.5310 -0.8012
C -0.5231 -2.2958 -1.1154
O 0.4674 -2.0882 -0.0760
C 1.8274 -1.9470 -0.5367
C 2.4199 -0.7087 0.0571
O 1.5401 0.3732 -0.2744
C 1.8557 1.6230 0.3583
C 0.7015 2.5349 0.1059
O -0.4901 1.9629 0.6879
C -1.6946 2.0941 -0.1078
C -2.3806 0.7631 -0.2429
O -1.3670 -0.1601 -0.6676
H -2.4945 -1.6516 -1.6081
H -2.2301 -1.8726 0.1294
H -0.7547 -3.3561 -1.1866
H -0.1164 -1.9536 -2.0657
H 2.4092 -2.8144 -0.2320
H 1.8318 -1.8825 -1.6234
H 2.4942 -0.7946 1.1464
H 3.4251 -0.5390 -0.3292
H 2.0025 1.4621 1.4301
H 2.7745 2.0483 -0.0445
H 0.8987 3.5093 0.5477
H 0.5543 2.6504 -0.9672
H -2.3660 2.8010 0.3740
H -1.4274 2.4771 -1.0907
H -2.8034 0.4311 0.7072
H -3.1861 0.8302 -0.9740
N -0.8939 -0.9909 4.1209
C -0.6423 -0.7223 3.0247
*
```

**Lowest unoccupied orbital energy (alpha / beta)**: -6.2 / -6.0 eV
**Frontier orbital gap (alpha / beta)**: 7.59 / 7.77 eV
**Energy above the lowest of the compared OMol25 structures with the same formula, charge and spin**: 71.6 kJ/mol
**E**: -22741.84471 eV
**Strongest force on any atom**: 0.0210 Eh/bohr

---

Entry 2:
C31H30ClFHfN9O11SSi | ωB97M-V with the def2-TZVPD basis set

Structure (ORCA input):
```
! RIJCOSX wB97M-V def2-TZVPD def2/J DEFGRID3
* xyz -1 1
Hf -0.4595 0.5587 0.9361
O 0.0812 0.4662 4.7113
Cl -0.2375 -0.4681 3.6997
O -0.3002 -1.8045 4.1715
O 0.7638 -0.3677 2.5633
O -1.4926 -0.0975 2.9802
C 2.7930 -1.0765 -0.1749
Si 1.7510 -0.4803 -1.6210
C 1.6108 -1.9336 -2.8153
C 2.6671 0.8611 -2.5098
N 0.1942 0.1004 -1.0846
C -0.5686 0.8206 -2.0217
C -0.8957 0.4016 -3.3153
C -1.6879 1.1704 -4.1592
C -2.1976 2.3916 -3.7442
C -1.8899 2.8489 -2.4693
C -1.0923 2.0640 -1.6844
F -0.7671 2.5114 -0.4084
H 3.1558 -2.0939 -0.3464
H 2.3045 -1.0708 0.8017
H 3.6629 -0.4216 -0.0792
H 2.1563 -2.8028 -2.4379
H 2.0389 -1.6634 -3.7851
H 0.5782 -2.2445 -2.9843
H 3.6472 0.4918 -2.8266
H 2.8207 1.7361 -1.8754
H 2.1239 1.1829 -3.4029
H -0.5276 -0.5585 -3.6506
H -1.9197 0.7971 -5.1485
H -2.8267 2.9830 -4.3946
H -2.2534 3.7927 -2.0856
N 1.5734 1.5400 0.7431
C 2.4290 2.2953 0.9460
C 3.4686 3.1854 1.1691
C 4.2235 3.0998 2.3722
N 4.8390 3.0272 3.3447
C 3.7730 4.1463 0.1637
N 4.0195 4.9256 -0.6508
C 3.0573 -5.4125 -2.5956
C 1.7369 -6.1277 -2.3532
N 0.7776 -5.2621 -1.6714
C -0.2482 -4.6164 -2.4848
C -1.3958 -5.5525 -2.8294
C 0.8225 -5.2099 -0.3170
O 1.6305 -5.8449 0.3429
C -0.1602 -4.2977 0.3592
C -1.2364 -4.8206 1.0586
C -2.1186 -3.9434 1.6580
C -1.8785 -2.5833 1.5653
N -0.8148 -2.0718 0.9376
C 0.0141 -2.9280 0.3381
H 3.7391 -6.0436 -3.1683
H 3.5298 -5.1694 -1.6437
H 2.9041 -4.4862 -3.1529
H 1.8915 -7.0160 -1.7437
H 1.2861 -6.4399 -3.2966
H 0.2370 -4.2418 -3.3885
H -0.6292 -3.7440 -1.9565
H -1.0456 -6.4378 -3.3629
H -2.1267 -5.0443 -3.4598
H -1.9061 -5.8807 -1.9221
H -1.3736 -5.8934 1.1222
H -2.9901 -4.2915 2.1942
H -2.5669 -1.8796 2.0089
H 0.8533 -2.5057 -0.1946
O -2.4367 2.3099 1.7127
C -1.4574 2.8029 2.2684
O -0.3324 2.1845 2.3234
C -1.5083 4.1875 2.8304
C -0.3511 4.8674 3.1873
C -0.4763 6.1599 3.6553
C -1.6897 6.8002 3.7919
C -2.8095 6.0823 3.4328
C -2.7508 4.7927 2.9498
N -4.1364 6.7377 3.5703
O -5.1137 6.0777 3.2979
O -4.1495 7.9057 3.8946
N 0.7473 6.9121 4.0378
O 0.5923 8.0378 4.4662
O 1.8086 6.3611 3.8805
H 0.6201 4.3976 3.1005
H -1.7571 7.8113 4.1606
H -3.6464 4.2616 2.6618
S -4.9066 -0.9861 -0.2582
C -3.4384 -0.3537 -0.0379
N -2.3565 0.0801 0.1031
*
```

**Lowest unoccupied orbital energy**: 0.9 eV
**Frontier orbital gap**: 6.86 eV
**Energy above the lowest of the compared OMol25 structures with the same formula, charge and spin**: 9.0 kJ/mol
**E**: -103823.53020 eV
**Strongest force on any atom**: 0.0168 Eh/bohr

---

Entry 3:
C4H9ClO2 | ωB97M-V with the def2-TZVPD basis set

Structure (ORCA input):
```
! RIJCOSX wB97M-V def2-TZVPD def2/J DEFGRID3
* xyz 0 1
C -0.5415 -0.3847 -1.5565
C -0.7420 -1.7709 1.0088
C 0.8656 2.1415 0.5930
C 0.1766 0.1359 -0.3639
O -0.3876 -0.2929 0.9903
O 0.1073 1.4572 -0.3859
Cl 1.8701 -0.4942 -0.4760
H -0.2371 0.2762 -2.3484
H -0.1837 -1.3848 -1.8199
H -1.5721 -0.3785 -1.3721
H -1.7459 -1.8530 0.5452
H -0.8227 -2.1273 2.1432
H 0.0490 -2.2584 0.4479
H 0.1635 2.7582 1.1987
H 1.5972 2.7647 0.1608
H 1.4032 1.4110 1.2346
*
```

**Lowest unoccupied orbital energy**: 0.9 eV
**Frontier orbital gap**: 11.14 eV
**Energy above the lowest of the compared OMol25 structures with the same formula, charge and spin**: 105.2 kJ/mol
**SMILES string**: COC(C)(Cl)OC
**E**: -20910.09347 eV
**Strongest force on any atom**: 0.0637 Eh/bohr

---

Entry 4:
C42H45N5O3PPtS5 | ωB97M-V with the def2-TZVPD basis set

Structure (ORCA input):
```
! RIJCOSX wB97M-V def2-TZVPD def2/J DEFGRID3
* xyz 1 1
Pt 0.7526 -0.6041 0.1113
N -2.7789 2.3174 7.2594
C -2.0743 1.5395 6.3852
C -0.6711 1.5144 6.4254
C 0.0398 0.7093 5.5644
C -0.6398 -0.0760 4.6333
C -2.0284 -0.0746 4.5914
C -2.7388 0.7252 5.4589
S 0.2389 -1.1366 3.5713
O -0.6335 -2.1550 3.0680
O 1.4885 -1.4975 4.1781
N 0.6083 -0.2309 2.2053
C 1.5051 0.7703 2.2162
N 2.0264 1.3659 3.2853
C 2.8575 2.3673 3.0518
C 3.2060 2.7999 1.7731
C 2.6424 2.1218 0.7175
N 1.8047 1.1077 0.9301
H -2.3044 2.9839 7.8389
H -3.7706 2.4228 7.1545
H -0.1478 2.1181 7.1573
H 1.1164 0.6685 5.6138
H -2.5437 -0.7060 3.8813
H -3.8219 0.7221 5.4281
H 3.2680 2.8580 3.9283
H 3.8779 3.6287 1.6130
H 2.8370 2.4056 -0.3048
S 0.0526 -2.8363 0.0955
C 1.5793 -3.0263 0.9080
C 2.1111 -4.1075 1.5939
C 3.3502 -3.9450 2.1791
C 4.0237 -2.7274 2.0890
C 3.4337 -1.6895 1.4101
N 2.2472 -1.8642 0.8129
H 1.5449 -5.0232 1.6856
H 3.7932 -4.7621 2.7326
H 4.9856 -2.5836 2.5578
H 3.8852 -0.7097 1.3323
O -1.0214 0.1287 -0.5240
C -2.1215 0.9204 -0.0799
C -1.8647 2.3434 0.4042
C -2.6811 3.4180 0.1753
C -2.3546 4.5600 0.9566
C -1.3069 4.3313 1.7880
S -0.7332 2.7300 1.6386
C -3.0081 0.9595 -1.3340
C -2.9328 1.7679 -2.4337
C -3.8735 1.4304 -3.4430
C -4.6599 0.3794 -3.0825
S -4.2616 -0.2043 -1.5316
C -2.9234 0.1982 1.0049
C -2.9854 -1.1436 1.2294
C -4.0426 -1.5146 2.1062
C -4.7619 -0.4392 2.5261
S -4.1548 1.0242 1.8836
H -3.5080 3.3890 -0.5168
H -2.8789 5.5026 0.8957
H -0.8324 5.0135 2.4755
H -2.2549 2.6050 -2.5154
H -3.9726 1.9609 -4.3794
H -5.4640 -0.0692 -3.6441
H -2.3110 -1.8518 0.7746
H -4.2468 -2.5309 2.4113
H -5.6046 -0.4278 3.1994
C 0.6260 2.0645 -2.0795
C 1.4816 1.0821 -2.8826
C 1.0995 1.2975 -4.3545
C 2.9655 1.4258 -2.7171
P 1.1459 -0.6729 -2.2845
C -0.2798 -1.3318 -3.2205
C -0.2543 -1.3295 -4.6215
C -1.2484 -1.9514 -5.3564
C -2.2932 -2.5974 -4.7130
C -2.3564 -2.5692 -3.3312
C -1.3708 -1.9299 -2.5935
C 2.6128 -1.7870 -2.7603
C 2.2284 -3.2507 -2.5036
C 3.8686 -1.4526 -1.9390
C 3.0218 -1.7037 -4.2400
H 0.7841 3.0646 -2.4921
H 0.8608 2.0929 -1.0210
H -0.4240 1.8111 -2.1685
H 1.3084 2.3447 -4.5850
H 0.0383 1.1255 -4.5282
H 1.6831 0.6957 -5.0486
H 3.0752 2.5087 -2.8163
H 3.5813 0.9670 -3.4882
H 3.3692 1.1271 -1.7519
H 0.5206 -0.8188 -5.1644
H -1.2038 -1.9228 -6.4373
H -3.0626 -3.0967 -5.2873
H -3.1865 -3.0282 -2.8109
H -1.4947 -1.8452 -1.5284
H 2.0515 -3.4617 -1.4559
H 3.0629 -3.8730 -2.8353
H 1.3428 -3.5460 -3.0660
H 3.6528 -1.2359 -0.8974
H 4.4256 -0.6179 -2.3559
H 4.5275 -2.3234 -1.9627
H 2.2979 -2.1679 -4.8992
H 3.9489 -2.2736 -4.3403
H 3.2313 -0.6920 -4.5800
*
```

**Lowest unoccupied orbital energy**: -3.6 eV
**Frontier orbital gap**: 6.47 eV
**Energy above the lowest of the compared OMol25 structures with the same formula, charge and spin**: 31.4 kJ/mol
**E**: -124583.73957 eV
**Strongest force on any atom**: 0.0114 Eh/bohr

---

Entry 5:
CH6O2SSi | ωB97M-V with the def2-TZVPD basis set

Structure (ORCA input):
```
! RIJCOSX wB97M-V def2-TZVPD def2/J DEFGRID3
* xyz 0 1
C -1.4944 -0.0645 -0.8160
O 0.7399 1.0616 1.8129
O -0.9267 -2.7097 -0.9062
Si 2.0526 1.1834 1.0933
S -0.2560 -1.4135 -0.6657
H -1.1457 0.7706 -0.1111
H -1.6142 0.3852 -1.7892
H -2.4581 -0.4907 -0.7995
H 3.2227 0.5878 1.6357
H 2.3496 1.9185 -0.1597
H -0.4697 -1.2287 0.7055
*
```

**Lowest unoccupied orbital energy**: -0.7 eV
**Frontier orbital gap**: 8.64 eV
**Energy above the lowest of the compared OMol25 structures with the same formula, charge and spin**: 109.2 kJ/mol
**E**: -23939.58938 eV
**Strongest force on any atom**: 0.0452 Eh/bohr